Record 1
The following is a DFT calculation (ωB97M-V/def2-TZVPD) of 2 unconnected molecules or ions with the total composition C4H10O.

Element x y z (Å)
C -0.54 -0.25 1.00
H -0.61 -1.52 -1.79
H 1.16 -1.60 -1.97
H -1.22 2.38 0.68
O -0.18 -1.03 1.84
C -0.16 2.21 0.93
H -1.58 -0.28 0.60
H 0.38 -2.31 -0.53
C 0.32 0.85 0.42
H 0.18 -3.08 -2.13
H 0.25 0.81 -0.67
H -0.06 2.27 2.02
C 0.28 -2.12 -1.60
H 0.42 3.02 0.49
H 1.36 0.66 0.71

## Properties
- Spin multiplicity: 1
- SMILES: CCC=O.C
- E_LUMO: 0.93 eV
- Frontier orbital gap: 10.760 eV
- ΔE to the lowest compared entry with this formula, charge and spin: 0.6012 eV

Results of the natural (NBO) charge analysis, in e, for atoms 1 through 4: number 1, C, carries 0.451; number 2, H, carries 0.205; number 3, H, carries 0.212; number 4, H, carries 0.207

Record 2
The following is a DFT calculation (ωB97M-V/def2-TZVPD) of 9 unconnected molecules or ions with the total composition C42H107N5O14.

Element x y z (Å)
O -4.58 -21.28 5.43
H -3.40 -29.91 14.55
C 3.23 -25.95 6.87
H -5.43 -23.11 6.01
H -1.13 -25.29 4.24
H -7.24 -30.67 15.52
C -0.28 -24.11 11.24
H -2.63 -30.46 1.68
H -0.78 -24.76 2.60
C -4.83 -22.45 12.45
H -8.39 -18.79 2.00
H -1.97 -25.00 6.27
H 4.78 -22.29 9.05
H 5.48 -23.77 5.14
H -5.64 -21.72 12.51
H -0.37 -25.26 6.98
H 0.08 -31.51 2.59
H -7.53 -25.43 12.00
C -0.73 -17.37 2.99
H -6.83 -25.39 8.17
H -4.46 -21.89 9.83
H 2.04 -24.38 6.02
C -7.30 -19.97 4.02
H -2.50 -21.17 5.31
C -7.44 -25.63 7.30
H -0.25 -22.20 7.40
H -8.78 -26.18 10.94
C -7.72 -23.74 4.15
H -2.30 -24.05 12.00
H -2.26 -32.14 1.80
O -0.88 -26.80 2.89
H -4.48 -22.22 7.24
C -4.99 -23.43 11.31
H -3.99 -31.53 14.36
C 1.38 -18.15 2.39
H -0.75 -26.36 0.93
H -6.10 -32.01 15.24
C -0.66 -28.51 1.27
N -2.13 -18.85 4.32
H -0.63 -29.14 3.17
H 3.68 -26.88 6.51
H -8.51 -23.88 3.41
C -1.41 -25.59 6.99
H -2.05 -23.20 10.43
C -3.63 -31.20 3.98
H -1.75 -28.53 1.10
C -7.33 -19.03 1.85
C 0.46 -22.37 8.20
H -7.54 -21.60 2.64
H -6.81 -27.42 9.95
H -4.09 -25.29 7.53
H -6.80 -24.06 3.64
H -0.95 -26.22 11.29
H 2.44 -21.31 9.75
H 3.34 -25.04 4.88
H -3.77 -30.89 5.02
H -2.63 -18.23 2.42
H -6.85 -19.77 4.99
H -6.78 -31.15 13.88
H 1.99 -19.03 2.18
O 4.31 -25.18 7.40
C 2.66 -21.99 8.93
H 6.25 -22.39 6.98
H -8.35 -19.68 4.18
H -1.50 -19.61 4.12
H -6.28 -29.63 10.91
H -3.18 -20.25 6.58
H 0.85 -23.50 12.72
C -0.30 -27.08 1.62
C -6.38 -27.49 10.96
O -2.29 -31.09 3.62
O -5.36 -30.09 14.93
C -3.39 -20.55 5.55
N -5.06 -28.90 12.45
C 2.61 -25.24 5.66
H -2.50 -24.25 9.71
C 4.08 -21.75 8.40
C -5.61 -28.78 11.12
H -3.71 -23.08 5.81
O -7.42 -27.46 11.92
H -7.19 -22.26 5.47
H -4.86 -28.81 10.32
H -6.83 -18.28 1.25
C -5.18 -22.70 9.99
H -0.25 -28.72 0.27
H -8.89 -26.29 12.70
C -4.47 -30.21 12.68
H 5.53 -20.93 6.20
O 0.34 -24.28 12.52
H -5.87 -24.05 11.49
H -8.00 -25.73 4.86
C -6.42 -31.02 14.91
H -7.36 -19.99 1.32
H -2.69 -16.95 3.72
C -7.12 -21.44 3.64
H -1.00 -25.55 9.72
O -2.02 -24.23 8.86
C 5.42 -22.00 6.37
C -3.47 -19.35 4.61
H -4.04 -25.84 9.19
H 3.36 -22.25 6.55
H 2.60 -26.99 8.61
O 0.00 -18.43 2.40
C -1.63 -23.42 11.41
C 4.54 -22.46 2.90
H 1.88 -25.32 8.47
H 0.44 -23.43 8.47
H 3.74 -21.97 2.33
O -3.79 -24.18 11.09
H -3.97 -32.24 3.99
H -1.69 -26.29 9.07
H -6.17 -22.21 10.00
H -3.60 -30.38 12.04
H 0.06 -21.86 9.09
C 2.19 -26.23 7.95
H -9.10 -24.50 5.61
H -4.30 -30.57 3.38
H 0.51 -26.02 10.41
C -0.55 -30.82 2.02
H 4.29 -20.68 8.35
N -0.23 -29.44 2.28
H -1.55 -22.45 11.91
H 6.43 -22.43 4.51
H -5.77 -26.57 10.99
H 0.51 -25.45 3.63
H 1.28 -26.59 7.46
H 0.79 -26.93 1.61
H -0.76 -16.56 2.24
H 2.63 -23.00 9.37
C -2.15 -17.80 3.30
H -8.47 -25.64 7.66
C -4.55 -22.48 6.18
C -4.24 -30.49 14.16
C -8.09 -24.71 5.24
C -0.42 -25.51 10.66
H 0.34 -23.52 10.56
H 1.76 -17.72 3.32
C -2.01 -31.17 2.24
C -3.55 -25.94 8.22
C -2.07 -25.56 8.34
H -3.70 -26.99 7.95
O 4.37 -22.23 4.27
H -3.80 -24.85 11.79
H -5.80 -28.81 13.15
C -8.20 -26.30 11.86
H 4.13 -24.20 7.28
H -0.28 -16.97 3.90
H -0.34 -31.13 0.99
H -5.20 -30.99 12.39
N -7.69 -22.37 4.60
H -1.36 -26.63 6.64
H -5.16 -23.29 9.08
C 5.49 -22.68 5.02
H 1.54 -17.46 1.55
H -3.86 -21.96 12.39
N 4.22 -22.39 7.08
H -7.14 -26.63 6.97
O -6.69 -19.09 3.10
H 4.45 -23.51 2.60
H 5.48 -22.03 2.55
H 1.86 -25.91 5.23
C -0.55 -25.52 3.36
O -7.16 -24.65 6.33
O 1.73 -21.84 7.89
H -3.87 -19.66 3.64
H -6.04 -21.56 3.49
H -4.15 -18.67 5.11
H -4.77 -22.96 13.42

## Properties
- Spin multiplicity: 1
- SMILES: COCCNCCOC.COCCNCCOC.COCCNCCOC.COCCNCCOC.COCCNCCOC.CC(C)O.CC(C)O.CC(C)O.CC(C)O
- E_LUMO: 0.41 eV
- Frontier orbital gap: 8.821 eV
- ΔE to the lowest compared entry with this formula, charge and spin: 3.7354 eV

Results of the Löwdin charge analysis, in e, for atoms 1 through 4: number 1, O, carries -0.206; number 2, H, carries 0.122; number 3, C, carries -0.476; number 4, H, carries 0.059

Record 3
The following is a DFT calculation (ωB97M-V/def2-TZVPD) of 8 unconnected molecules or ions with the total composition C36H66FIO17P2S7.

Element x y z (Å)
O -1.40 -5.97 1.47
P -7.56 1.08 -2.09
H 1.88 4.25 -6.17
O -9.07 0.77 -2.63
S 0.45 0.95 -6.26
H -7.68 1.43 -4.71
H 10.69 2.98 0.05
H -1.11 3.86 2.70
C 6.10 1.49 0.48
O -0.23 1.62 0.20
H -2.84 -9.21 -1.00
H -0.60 3.08 -6.13
C -2.48 -1.73 0.47
H 11.90 2.61 -1.21
H 1.28 3.43 3.83
O 0.74 0.32 -7.53
O 4.22 1.65 2.32
C -7.30 3.21 -5.77
H 12.04 -1.01 0.44
H -4.52 2.08 -4.62
H -5.07 0.35 4.97
O 0.19 4.11 0.41
C -2.21 -8.55 -0.41
O 8.64 1.67 -1.01
H 3.10 2.17 -6.64
H -9.41 -0.01 -2.17
C 11.77 -0.21 -0.24
S -1.66 -7.34 1.85
S -1.84 -1.39 2.11
H -7.87 4.13 -5.91
C -4.70 2.20 -1.24
H -1.87 -7.74 -1.06
S 9.96 1.27 -1.43
C -2.95 -7.98 0.80
H -3.65 -7.19 0.54
I -5.77 5.15 -3.87
C -2.71 -3.24 0.48
C 5.34 -0.68 1.83
O -2.04 1.98 6.16
C -0.34 -8.37 1.20
C 1.18 2.43 3.41
H -4.21 1.14 7.39
C 0.36 2.72 -6.50
O -1.93 -7.70 3.21
C -0.99 2.82 2.39
P -6.70 2.97 -3.00
C -3.35 -3.56 1.83
O -3.27 4.16 5.95
H 1.65 0.96 -4.23
H 12.46 -0.25 -1.09
H -6.05 1.48 4.05
H -0.37 0.94 3.22
H 4.50 -1.06 2.40
C 11.86 1.17 0.43
C -3.46 1.69 -0.89
C -0.99 -9.29 0.16
O 10.34 1.26 -2.82
H 12.89 1.45 0.64
H 10.20 -1.11 -1.49
S -3.25 2.72 5.93
O -0.41 -1.52 2.08
H -5.43 2.50 -0.49
C -5.29 1.41 4.82
C 1.53 3.32 -5.71
H -1.96 2.41 2.10
C -5.04 2.32 -2.56
C -4.20 1.95 -3.59
C 10.33 -0.34 -0.73
H 6.02 0.32 -1.35
H 1.82 1.77 3.99
H 0.45 2.92 -7.56
C 11.19 2.18 -0.50
H 6.26 -1.17 2.16
H -6.17 3.02 5.97
H 9.65 -0.50 0.10
H 2.34 3.23 1.73
O -2.48 -0.20 2.62
C -5.76 2.02 6.15
H -1.64 0.89 -1.67
C 1.95 0.96 -5.28
H 5.37 2.16 0.03
C -2.54 -2.83 2.91
C 6.20 0.17 -0.29
S 5.53 1.08 2.13
S 0.11 2.78 0.98
C -4.01 2.15 4.41
H 3.42 2.53 -4.94
H -0.73 2.16 4.44
H 4.16 -0.48 0.04
H 11.33 1.14 1.39
H -2.30 1.12 -4.05
C -7.31 2.46 -4.63
O 6.60 1.29 3.07
H 7.20 -0.25 -0.18
H 1.99 1.49 1.62
C -2.97 1.44 -3.25
H -4.64 2.80 7.87
O -0.65 0.52 -5.43
C 1.60 2.45 1.93
H -3.38 -4.63 2.02
H -1.72 -3.44 3.28
H -1.76 -1.41 -0.28
H -3.35 -3.55 -0.36
H 0.41 -7.72 0.75
H 0.11 -8.93 2.02
H -3.41 -1.19 0.36
H -4.24 3.03 3.80
H 1.21 3.56 -4.69
C -4.52 2.12 7.03
O -6.56 -0.14 -2.55
H 7.06 1.99 0.55
H -1.76 -3.77 0.39
O -7.61 1.14 -0.62
H -3.17 -2.51 3.74
H 5.31 -1.81 -0.02
H -1.32 -10.21 0.64
H -0.28 -9.56 -0.62
H -3.32 1.50 3.88
H -4.38 -3.20 1.84
H 2.54 0.08 -5.50
H -6.72 2.84 -6.62
F -7.58 3.77 -1.92
C -0.29 2.00 3.45
C -2.61 1.29 -1.93
H -7.06 -0.87 -2.93
H -3.46 -8.77 1.35
C 2.64 2.27 -5.66
H -6.54 1.41 6.62
C 5.17 -0.79 0.32
H -3.23 1.62 0.17

## Properties
- Spin multiplicity: 1
- SMILES: C=CP(F)(I)(c1ccccc1)P(=O)(O)O.O=S1(=O)CCCC1.O=S1(=O)CCCC1.O=S1(=O)CCCC1.O=S1(=O)CCCC1.O=S1(=O)CCCC1.O=S1(=O)CCCC1.O=S1(=O)CCCC1
- E_LUMO: -0.84 eV
- Frontier orbital gap: 7.650 eV

Results of the Löwdin charge analysis, in e, for atoms 1 through 4: number 1, O, carries -0.319; number 2, P, carries 0.421; number 3, H, carries 0.114; number 4, O, carries -0.185

| no. | electronic energy (Ha) | M (g mol⁻¹) |
| --- | --- | --- |
| 1 | -233.6229 | 74.12 |
| 2 | -2991.2087 | 906.34 |
| 3 | -6557.9487 | 1203.23 |